## w
Molecular formula: C3H4N4
Method: DFT, ωB97M-V/def2-TZVPD

XYZ file:
```
11
Properties=species:S:1:pos:R:3
C -0.36565 0.05079 -0.51686
H -1.10711 0.70417 -2.30421
N 0.38226 -0.34918 1.83122
C -0.59017 -0.39451 0.97110
H -1.34298 -0.99805 0.56768
C 1.57989 0.04284 1.27198
N 0.77761 0.59565 -0.82810
N 1.78667 0.46310 0.05441
H 2.46429 -0.03743 1.90326
H -2.28566 -0.10547 -1.38840
N -1.29915 0.02808 -1.56208
```

For the LUMO energy, the calculation gives -0.24 eV. The orbital gap comes out at 8.69 eV. Its structure (SMILES) is Nc1cncnn1. Its highest occupied orbital energy is -8.9 eV. Its spin multiplicity is 1.

=====

## x
Molecular formula: C3H4N4
Method: DFT, ωB97M-V/def2-TZVPD

XYZ file:
```
11
Properties=species:S:1:pos:R:3
C -0.73642 -0.30309 0.53280
N 1.27407 0.27694 -0.58519
H 0.01195 -2.24813 1.45787
C -0.04126 0.51155 -0.35002
H 0.15908 2.22952 -1.38154
N 1.86782 -0.79582 -0.17243
H -1.69069 -0.03059 0.98538
C 1.17084 -1.82671 0.37867
N -0.10915 -1.49451 0.76116
N -0.54959 1.61001 -1.00780
H -1.35665 2.07083 -0.61890
```

For the LUMO energy, the calculation gives -0.44 eV. The orbital gap comes out at 8.01 eV. Its highest occupied orbital energy is -8.4 eV. Its spin multiplicity is 1.

=====

Need the numbers? Relative energies in eV: w 0.000; x 1.316.

=====

## w
Molecular formula: C3H4N4
Method: DFT, ωB97M-V/def2-TZVPD

XYZ file:
```
11
Properties=species:S:1:pos:R:3
N 2.79710 0.18885 -0.07996
H 0.75888 -1.82152 0.02853
C 0.10394 -0.96524 0.01012
N 0.66445 0.23258 0.03230
H -1.84253 -1.92824 -0.06141
H 2.92171 1.20133 -0.16275
C -1.28231 -1.00532 -0.02372
N 0.00717 1.33988 0.03453
H -1.85335 2.18451 0.05143
N -1.99676 0.12297 -0.01097
C -1.30796 1.25223 0.02610
```

For the LUMO energy (spin up / spin down), the calculation gives -0.47 / -0.50 eV. The orbital gap (spin up / spin down) comes out at 8.16 / 8.17 eV. Its highest occupied orbital energy (spin up / spin down) is -8.6 / -8.7 eV. Its spin multiplicity is 1.

=====

## x
Molecular formula: C3H4N4
Method: DFT, ωB97M-V/def2-TZVPD

XYZ file:
```
11
Properties=species:S:1:pos:R:3
H 0.85852 -0.88024 -1.60935
C -0.31111 -0.49598 0.23964
H 0.55715 2.80556 -0.58598
N -0.78014 -1.76705 0.43835
N 1.12164 0.96983 -0.91584
N -0.35957 1.69787 0.83886
C 0.56122 -0.19501 -0.83315
H -1.22746 -1.89431 1.33506
N -0.72535 0.44491 1.07930
H -0.19484 -2.53410 0.14692
C 0.49993 1.84850 -0.13383
```

For the LUMO energy, the calculation gives 0.09 eV. The orbital gap comes out at 9.27 eV. Its structure (SMILES) is Nc1cncnn1. Its highest occupied orbital energy is -9.2 eV. Its spin multiplicity is 1.

=====

## y
Molecular formula: C3H4N4
Method: DFT, ωB97M-V/def2-TZVPD

XYZ file:
```
11
Properties=species:S:1:pos:R:3
N -0.69658 -1.15116 0.00641
H 1.70481 -1.58888 -0.04574
C 1.57413 -0.50472 -0.01863
C -1.58566 0.88784 -0.01227
N 2.52978 0.30986 -0.00350
H -2.80024 -1.01313 -0.03582
C -1.85159 -0.49494 -0.00314
N -0.27181 1.06124 0.01048
H -2.24496 1.75991 -0.03975
H 2.16371 1.25620 -0.01080
N 0.20366 -0.18326 0.03465
```

For the LUMO energy, the calculation gives 0.42 eV. The orbital gap comes out at 10.61 eV. Its structure (SMILES) is [H]/N=C\n1nccn1. Its highest occupied orbital energy is -10.2 eV. Its spin multiplicity is 1.

=====

## z
Molecular formula: C3H4N4
Method: DFT, ωB97M-V/def2-TZVPD

XYZ file:
```
11
Properties=species:S:1:pos:R:3
H -2.07371 0.92272 -0.19702
C 1.62338 0.93894 0.00990
N 0.29651 0.98066 -0.18993
C -0.29215 -0.21850 -0.13619
C -1.75194 -0.17173 0.10114
N 1.62633 -1.45551 0.00052
N 2.26744 -0.19890 -0.00336
H 2.29206 1.86623 0.26819
N 0.36458 -1.44659 -0.11713
H -2.18520 -0.72075 -0.87733
H -2.16728 -0.49657 1.14122
```

For the LUMO energy, the calculation gives -0.53 eV. The orbital gap comes out at 9.49 eV. Its structure (SMILES) is Cc1ncnnn1. Its highest occupied orbital energy is -10.0 eV. Its spin multiplicity is 1.

=====

Need the numbers? Relative energies in eV: w 4.577; x 0.260; y 0.000; z 1.991.

=====

## w
Molecular formula: C3H4N4
Method: DFT, ωB97M-V/def2-TZVPD

XYZ file:
```
11
Properties=species:S:1:pos:R:3
H -2.33673 0.59891 -0.29925
C -0.65350 -0.18672 -0.13111
N 0.04579 -1.40623 0.01998
C 0.12621 0.93209 0.19026
H -0.08552 1.93704 0.29535
H 2.09593 1.52038 -0.17416
C 1.55671 0.63595 -0.06927
N -1.97093 -0.43589 0.00274
N 1.28277 -1.60263 0.08707
N 2.24120 -0.54349 -0.04382
H -2.30193 -1.44940 0.12220
```

For the LUMO energy, the calculation gives 0.41 eV. The orbital gap comes out at 9.59 eV. Its structure (SMILES) is Nc1ccnnn1. Its highest occupied orbital energy is -9.2 eV. Its spin multiplicity is 1.

=====

## x
Molecular formula: C3H4N4
Method: DFT, ωB97M-V/def2-TZVPD

XYZ file:
```
11
Properties=species:S:1:pos:R:3
H 0.92957 -2.01012 0.44101
H 2.89403 -0.75358 0.48559
N 2.14010 -0.03102 0.16115
C -1.65011 -0.19520 -0.13700
N 1.98959 1.07223 -0.17885
H -2.47587 1.65543 -0.00235
C -0.46003 1.03090 -0.25283
N 0.87004 -1.05007 0.11840
C -0.22580 -0.30654 0.01289
H -2.21411 -0.41043 -1.07774
N -1.79742 0.99838 0.42973
```

For the LUMO energy, the calculation gives 0.58 eV. The orbital gap comes out at 8.20 eV. Its highest occupied orbital energy is -7.6 eV. Its spin multiplicity is 1.

=====

Need the numbers? Relative energies in eV: w 0.000; x 4.895.

=====

## w
Molecular formula: C3H4N4
Method: DFT, ωB97M-V/def2-TZVPD

XYZ file:
```
11
Properties=species:S:1:pos:R:3
H 1.13220 -1.66677 0.54395
C -0.41336 0.86101 -1.72243
H 1.44276 -0.64398 -1.43630
N -1.29752 1.29934 -0.77943
N -1.10785 0.65561 0.39376
H -0.37111 0.04498 2.84621
N 0.34350 -0.82430 2.50103
N 0.03474 0.01596 0.26955
C 0.50723 -0.86389 1.23928
H -0.89544 1.00503 -2.79583
C 0.62485 0.11701 -1.05978
```

For the LUMO energy, the calculation gives -0.01 eV. The orbital gap comes out at 10.17 eV. Its structure (SMILES) is [H]/N=C\n1ccnn1. Its highest occupied orbital energy is -10.2 eV. Its spin multiplicity is 1.

=====

## x
Molecular formula: C3H4N4
Method: DFT, ωB97M-V/def2-TZVPD

XYZ file:
```
11
Properties=species:S:1:pos:R:3
H 0.91803 -1.91908 0.15810
C 1.34393 0.07018 0.34936
H -1.05728 -2.13540 -0.35457
N -2.86678 0.25257 0.02342
N 1.16329 1.33808 -0.11972
N 0.11681 2.01995 -0.08719
C -0.88847 -1.03472 -0.12259
C 0.54181 -0.98046 0.12461
H 2.44560 -0.18779 0.71336
H 0.13524 2.79946 -0.59033
N -1.85218 -0.22280 -0.09445
```

For the LUMO energy (spin up / spin down), the calculation gives -0.03 / -0.03 eV. The orbital gap (spin up / spin down) comes out at 7.79 / 7.79 eV. Its highest occupied orbital energy (spin up / spin down) is -7.8 / -7.8 eV. Its spin multiplicity is 1.

=====

Need the numbers? Relative energies in eV: w 0.000; x 1.415.

=====

## w
Molecular formula: C4H7N2O
Method: DFT, ωB97M-V/def2-TZVPD

XYZ file:
```
14
Properties=species:S:1:pos:R:3
N -0.17037 -0.52649 -0.89301
H 0.72437 -1.90795 -3.25439
H -2.25904 -2.45915 -2.56132
H 0.69281 1.94948 3.90467
C -1.59437 -2.40347 -3.36245
H -0.87786 0.92895 3.32908
C 0.24052 1.01109 3.32622
H 0.94823 0.24715 3.71342
N -0.29636 1.05932 0.96419
H -1.28096 1.35088 1.27401
C -0.36300 -2.09463 -3.19040
H -2.03238 -2.99288 -4.21411
C -0.21023 0.26798 -0.05569
O 0.63352 1.30996 2.02852
```

For the LUMO energy, the calculation gives -7.21 eV. As for the net charge: +1. The orbital gap comes out at 5.65 eV. Its highest occupied orbital energy is -12.9 eV. Its spin multiplicity is 1.

=====

## x
Molecular formula: C4H7N2O
Method: DFT, ωB97M-V/def2-TZVPD

XYZ file:
```
14
Properties=species:S:1:pos:R:3
H 1.10967 0.97642 0.71111
H 1.49154 -2.36835 -0.10089
H 1.70713 -0.81618 0.49113
H 1.65521 -0.95113 -1.32658
C 1.21563 -1.25313 -0.27030
N -1.89718 0.65697 -0.31913
N -2.95636 0.60643 -0.00412
H -0.38168 0.76117 -1.49492
C -0.22633 -1.02043 -0.04152
C 0.11915 1.22023 0.61748
H 0.08392 2.32958 0.27497
H -0.37746 1.16074 1.50827
O -0.97388 -1.75709 0.48790
C -0.56936 0.45478 -0.53340
```

For the LUMO energy, the calculation gives -5.58 eV. As for the net charge: +1. The orbital gap comes out at 9.85 eV. Its structure (SMILES) is CC(=O)[C@H](C)[N+]#N. Its highest occupied orbital energy is -15.4 eV. Its spin multiplicity is 1.

=====

## y
Molecular formula: C4H7N2O
Method: DFT, ωB97M-V/def2-TZVPD

XYZ file:
```
14
Properties=species:S:1:pos:R:3
C -0.95149 -0.42842 -0.16998
C 1.17384 0.89609 0.22350
H -0.21027 -2.64914 -0.69690
C 0.03943 -1.60735 -0.35361
O 2.18674 0.47712 -0.55919
H 2.43980 -0.75119 1.31097
N -0.26510 0.87599 -0.35234
H 1.22660 1.73175 0.88737
H -0.78346 1.55305 0.10291
N 1.24007 -1.56859 -0.00594
H -1.22116 -0.40801 0.99935
C 1.89209 -0.40830 0.42681
H -1.78304 -0.40600 -0.81870
H -0.16759 1.09440 -1.39022
```

For the LUMO energy, the calculation gives -3.98 eV. As for the net charge: +1. The orbital gap comes out at 10.22 eV. Its structure (SMILES) is C1=N[C@H]2O[C@H]2[NH2+]C1. Its highest occupied orbital energy is -14.2 eV. Its spin multiplicity is 1.

=====

Need the numbers? Relative energies in eV: w 5.081; x 0.000; y 0.134.